Entry 1:
16
Properties=species:S:1:pos:R:3:nbo_charge:R:1 method="wB97M-V/def2-TZVPD" fmax_ha_per_bohr=0.0563 e_tot_ha=-1100.88127 homo_ev="-8.34 / -8.56" homo_lumo_gap_ev="6.9408 / 7.1900"
P 0.5173 1.3792 -0.7587 1.335
O 1.6608 0.1926 -0.8413 -0.806
H 0.2342 2.8329 0.8114 0.439
H 1.9596 -0.5414 -2.7647 0.184
O -1.2874 -0.1795 -0.2930 -0.544
O 0.7925 4.1718 -0.6399 -0.858
H 0.2853 -0.9065 -1.9507 0.228
S 1.1078 3.2094 -1.7223 0.626
N 0.6361 1.7958 0.8112 -1.207
H 1.9562 -1.6929 -1.5014 0.203
H -2.5616 0.6581 1.1495 0.153
H -1.9571 -1.2047 1.2999 0.201
H -0.8298 0.2080 1.5511 0.205
C -1.7068 -0.1294 1.0280 -0.295
C 1.3760 -0.8104 -1.8721 -0.273
H 1.6470 1.7244 1.0946 0.409

Entry 2:
9
Properties=species:S:1:pos:R:3:nbo_charge:R:1 method="wB97M-V/def2-TZVPD" smiles="C=C(F)C(F)F" fmax_ha_per_bohr=0.0390 e_tot_ha=-415.67960 homo_ev=-10.71 homo_lumo_gap_ev=11.6822
F -1.1367 1.4802 0.1463 -0.319
H 1.3161 1.5226 1.3047 0.227
C 0.9867 0.6444 0.7356 -0.465
F 0.4755 -1.5488 -0.7154 -0.340
F -1.1037 -0.4057 -1.7463 -0.328
C -0.1641 0.5395 0.1598 0.327
C -0.6218 -0.7421 -0.5306 0.514
H 1.6336 -0.2130 0.6398 0.237
H -1.3856 -1.2770 0.0060 0.147

Entry 3:
12
Properties=species:S:1:pos:R:3:nbo_charge:R:1 method="wB97M-V/def2-TZVPD" fmax_ha_per_bohr=0.0361 e_tot_ha=-629.39640 homo_ev=-9.06 homo_lumo_gap_ev=9.6585
H 1.7950 -1.6421 0.3979 0.207
H -2.1330 0.9647 -0.1655 0.113
C 0.7619 -1.3847 0.5477 -0.518
S 0.4359 0.0149 1.6433 0.244
C 0.1908 -0.5946 -0.6419 -0.395
O -1.2498 2.7529 0.0941 -0.508
H 0.3280 -2.3518 0.7406 0.216
C 0.1062 0.7854 0.0667 -0.456
H 0.8798 -0.6164 -1.5536 0.219
H 0.8699 1.4816 -0.2321 0.233
H -0.7974 -0.9480 -0.9487 0.216
C -1.1874 1.5380 0.0515 0.429

Entry 4:
8
Properties=species:S:1:pos:R:3:nbo_charge:R:1 method="wB97M-V/def2-TZVPD" fmax_ha_per_bohr=0.0322 e_tot_ha=-279.30863 homo_ev="-9.61 / -9.61" homo_lumo_gap_ev="9.2960 / 9.2967"
N -0.8043 -0.4089 -0.4356 -0.157
H -0.7259 -1.1621 0.2745 0.402
H 0.8563 -1.1756 -1.2755 0.375
H 0.0740 0.1004 -2.1145 0.378
N -0.0045 -0.6460 -1.4295 -0.516
C 0.1850 1.1167 1.6416 0.786
N 0.2027 0.0410 1.1063 -0.719
O 0.2167 2.1345 2.2326 -0.547

Entry 5:
80
Properties=species:S:1:pos:R:3:lowdin_spin:R:1 method="wB97M-V/def2-TZVPD" fmax_ha_per_bohr=0.0641 e_tot_ha=-7745.51653 spin_multiplicity=2 homo_ev="-7.22 / -7.21" homo_lumo_gap_ev="6.8274 / 5.4676"
S -1.4230 -0.8350 -0.6222 0.009
Si 3.4936 1.5781 -1.9918 0.032
H -4.7984 1.3536 1.7567 0.000
Sb -0.3469 -2.0852 1.0347 0.000
C 2.7256 -1.9174 1.2838 0.003
Se 1.3265 1.4880 2.0199 0.006
H 3.3925 -5.3085 -0.4497 0.000
H -3.2272 -1.2214 5.2585 0.000
N -1.6087 2.6108 -1.1934 0.002
H -0.9190 2.2373 -4.3425 0.000
H 3.2092 0.0717 -3.9207 0.002
H 0.8542 -2.2539 6.0544 0.000
H 1.0907 5.2446 -1.8936 0.000
O 0.2514 2.6530 1.5086 -0.001
C -1.2139 -1.7338 5.8053 0.000
C 1.6638 -2.6692 0.7856 0.001
O 2.6502 1.4863 1.0351 0.129
Ir -0.5368 1.3022 -0.1113 0.064
H -2.5347 4.5932 -3.8333 0.000
C -5.6228 2.5266 0.1305 0.000
C -0.7412 -1.9680 3.0890 0.000
C -5.2841 3.2484 -1.0088 0.000
O 1.6997 1.5257 3.5802 0.010
H 4.6801 0.7557 -0.0330 0.000
H 0.6121 3.1281 -4.3315 0.000
C -2.9348 2.6494 -0.8031 0.000
Si -0.7658 3.6328 -2.3272 0.002
H -6.0575 3.7738 -1.5552 0.000
C 3.4338 1.1335 -3.7881 0.014
H -3.3589 -6.2558 1.9072 0.000
C 4.0247 -2.3893 1.1492 0.001
C -2.8108 -5.7121 1.1477 0.000
H 4.4072 1.3346 -4.2488 0.002
C -0.0951 2.5702 -3.7042 0.015
H -2.0321 -4.2750 2.5371 0.000
H -0.0133 5.0606 -0.5164 0.000
C -3.9771 3.3112 -1.4706 0.000
Se 1.5342 0.5552 -1.1813 0.667
H 1.0884 -4.4864 -0.2200 0.000
H -2.2123 5.6673 -2.4577 0.000
H -3.7548 3.8608 -2.3740 0.000
C 0.5097 4.5214 -1.3128 0.000
C 3.2091 -4.3542 0.0287 0.001
C -3.3341 2.0150 0.3641 0.001
F -2.2768 1.4946 1.1399 0.000
C 4.7992 0.6213 -1.1097 0.008
C -2.0692 -4.5893 1.5006 0.000
C -1.7543 4.9727 -3.1680 0.001
H -1.3990 -1.6450 6.8685 0.000
H 2.5609 -0.9722 1.7772 0.001
H -3.4368 -7.0012 -0.4474 0.000
C -1.3770 -3.8737 0.5242 0.000
H 1.2836 -2.4686 3.6393 0.000
H -2.1899 -5.7554 -2.1827 0.000
H -2.8083 -1.4152 2.8332 0.000
H 4.6026 3.7476 -1.9867 0.000
C 0.0501 -2.0830 5.3501 0.000
O 0.4006 0.1325 1.5292 0.012
H -6.6472 2.4581 0.4675 0.000
C -2.2430 -1.4992 4.9020 0.000
H 1.1998 3.8351 -0.8224 0.000
C -2.1579 -5.4272 -1.1513 0.000
H 4.8466 -1.8007 1.5388 0.000
H 5.7918 0.9713 -1.4081 0.001
C -4.6081 1.9035 0.8429 0.000
H 4.7168 -0.4447 -1.3368 0.000
H 0.4128 1.6802 -3.3318 0.019
C -2.8535 -6.1298 -0.1745 0.000
C -2.0086 -1.6117 3.5388 0.000
H -1.0501 5.5441 -3.7822 0.000
H -0.9197 -3.7316 -1.5793 0.000
H 2.8709 3.9154 -2.3335 0.000
C 4.2671 -3.6057 0.5238 0.000
H 2.6737 1.7107 -4.3199 0.000
H 5.2804 -3.9763 0.4318 0.000
C 1.9071 -3.8895 0.1586 0.000
C 0.2930 -2.2032 3.9871 0.000
H 3.4184 3.6194 -0.6732 0.000
C 3.6022 3.3885 -1.7237 -0.001
C -1.4316 -4.2953 -0.8077 0.000

Entry 6:
25
Properties=species:S:1:pos:R:3:nbo_charge:R:1 method="wB97M-V/def2-TZVPD" total_charge=+1 fmax_ha_per_bohr=0.1274 e_tot_ha=-572.29988 homo_ev=-11.30 homo_lumo_gap_ev=7.6301
C -0.6028 2.1732 2.2337 0.001
H 1.0638 -1.6615 -4.4996 0.408
H 1.6454 -3.0682 -4.7337 0.431
O -0.9563 -1.7489 -0.7642 -0.622
O 0.9655 -1.2535 0.4432 -0.500
H -1.6642 -2.0163 -1.4647 0.536
H 0.6081 1.1094 -0.7000 0.193
N 1.0302 -2.4240 -1.8351 -0.787
H -0.6281 4.2493 2.3223 0.220
H -0.0785 3.2415 0.4347 0.223
C 0.3566 1.1172 0.2975 -0.225
H -2.1771 3.3689 2.5049 0.235
C 0.2946 -0.1687 0.9453 0.229
H 0.9363 -2.6307 -3.0276 0.419
C -0.1921 -0.1987 2.2261 -0.220
H -0.8125 0.6195 3.9296 0.236
C 0.3138 -1.8674 -0.9824 0.921
N 0.8409 -2.6208 -4.2989 -0.976
H 2.0325 -2.3051 -1.6933 0.434
C -0.5730 0.9510 2.8862 -0.202
C -1.1668 3.4013 2.7870 -0.631
H -0.8536 3.5047 3.9078 0.234
H -0.2076 -1.1637 2.6484 0.220
C -0.0634 2.2389 0.9405 -0.204
H -0.1117 -2.8474 -4.5076 0.425

Entry 7:
7
Properties=species:S:1:pos:R:3:nbo_charge:R:1 method="wB97M-V/def2-TZVPD" smiles=CSSI fmax_ha_per_bohr=0.0490 e_tot_ha=-1133.95993 homo_ev=-9.08 homo_lumo_gap_ev=7.6468
S -0.0241 -1.1994 0.6104 0.179
I -3.0569 0.7488 -0.0720 -0.067
H 0.1973 0.9556 -0.1025 0.247
H 1.6227 0.5414 1.0046 0.236
C 1.0138 0.1877 0.0432 -0.787
S -1.5060 -1.2348 -0.6927 -0.050
H 1.7533 0.0007 -0.7909 0.242

Entry 8:
81
Properties=species:S:1:pos:R:3:lowdin_charge:R:1 method="wB97M-V/def2-TZVPD" total_charge=-2 fmax_ha_per_bohr=0.0439 e_tot_ha=-4687.18383 homo_ev=-3.38 homo_lumo_gap_ev=6.6604
O -0.9463 -0.2749 1.7268 -0.396
H 7.4426 4.2738 -0.5693 0.046
H 1.5874 0.7986 -5.1518 0.118
C -2.6526 1.5962 0.1007 -0.265
O -2.6743 4.9477 -4.6475 0.070
C 8.0638 1.6806 -2.6671 -0.112
O -1.2535 -0.6437 -0.9390 -0.357
O 3.1898 -0.4591 -0.1517 -0.139
C -4.8311 -1.2088 2.9837 -0.091
O 1.7510 0.8820 1.5160 -0.420
C 0.8438 1.5753 -5.2771 -0.003
C -6.0840 -0.3566 -2.3780 -0.098
C 0.5447 2.1027 -6.5294 -0.065
H -4.7180 -4.2190 1.4403 0.096
C -0.3982 3.1093 -6.6511 -0.025
C -2.1839 2.1642 1.2873 -0.118
O 1.5241 0.7098 -2.7133 0.021
P -2.5055 -0.1912 -0.2476 0.815
C 0.1964 2.0349 -4.1425 -0.090
C -2.1897 3.5400 1.4641 -0.097
N 3.7649 2.8037 -0.5477 0.048
S 6.5302 4.4478 1.8063 0.502
C -4.3208 -1.1122 -3.8247 -0.093
C 6.0973 2.6524 -0.9606 -0.185
H -7.1349 -0.1559 -2.2015 0.092
C -0.7542 3.0429 -4.2529 0.072
S 3.5750 4.2088 1.5519 0.985
H -6.3894 -1.0382 -4.3974 0.089
H 1.4641 -1.5539 3.2511 0.027
H 9.1899 3.4095 -2.0735 0.094
O -2.1829 5.1486 -6.7364 0.044
H -5.2618 -0.7195 3.8491 0.092
H 2.6400 -0.1923 -0.9124 0.040
H -1.2591 3.4063 -3.3680 0.123
C -3.6977 -2.4578 0.7820 -0.086
H -5.4933 0.2585 -0.4138 0.111
H 8.8326 1.3009 -3.3293 0.090
H -3.2305 -2.9485 -0.0631 0.118
C -3.3928 -0.8752 -2.8110 -0.066
C -3.0938 3.8268 -0.7395 -0.085
O 3.1499 -1.1573 2.3008 -0.293
C 5.1683 3.8963 0.9958 -1.101
C -5.6656 -0.8539 -3.6112 -0.114
C -5.1014 -2.5458 2.7327 -0.107
C -3.7983 -0.3781 -1.5777 -0.266
C 5.8759 1.4784 -1.6719 -0.001
H -3.7849 0.5462 2.3369 0.092
C 7.2852 3.3520 -1.1094 -0.059
O 0.4993 -1.6858 3.2788 -0.149
H -3.4122 4.4691 -1.5529 0.096
C 2.8779 3.3104 0.2334 -1.046
O 1.1211 -1.4524 0.8381 -0.303
C 8.2640 2.8579 -1.9619 -0.099
P -0.2012 -1.5991 1.8315 0.231
C 0.5336 1.4300 -2.7896 -0.620
C -3.4288 -1.1118 1.0237 -0.287
C -3.1072 2.4500 -0.9094 -0.085
S 1.1444 3.2989 0.0419 0.663
C -5.1582 -0.1263 -1.3724 -0.085
C -2.6353 4.3757 0.4510 -0.096
H -3.9880 -1.4988 -4.7813 0.093
C -3.9951 -0.4925 2.1318 -0.071
P 2.3773 -0.4919 1.2251 0.187
C 6.8620 0.9975 -2.5182 -0.082
C -1.0239 3.5558 -5.5035 -0.135
H 4.9397 0.9539 -1.5476 0.099
H -3.4446 2.0465 -1.8534 0.104
C -4.5242 -3.1705 1.6327 -0.085
O -0.9118 -2.8570 1.5154 -0.291
N 5.0449 3.1393 -0.1175 -0.130
H -2.3365 -1.0684 -2.9592 0.104
H 1.0456 1.7294 -7.4136 0.099
H -5.7529 -3.1041 3.3952 0.088
H -2.5971 5.4523 0.5757 0.096
H -1.7883 1.5198 2.0589 0.085
N -2.0436 4.6391 -5.6366 -0.351
O -0.2905 1.7718 -1.8776 -0.207
Pd 0.4319 1.0772 -0.0951 0.808
H 6.6828 0.0780 -3.0616 0.101
H -0.6547 3.5428 -7.6066 0.109
H -1.8039 3.9573 2.3869 0.104